Record 1
This record from OMol25 describes a single C16H20N4O3S molecule in a non-equilibrium geometry. The level of theory is the ωB97M-V functional and the def2-TZVPD basis.

Calculated values
LUMO energy = 0.477 eV
SMILES string = COCCn1c(-c2ccsc2)nc2c1c(=O)[nH]c(=O)n2CC(C)C
HOMO = -8.328 eV
Kohn-Sham gap = 8.81 eV

Atoms and positions in Å:
C (-4.649, -2.921, -0.361)
O (-4.169, -1.973, -1.380)
C (-3.353, -0.861, -0.962)
C (-2.027, -0.941, -1.840)
N (-1.057, -0.341, -0.952)
C (-1.100, 0.852, -0.366)
C (-1.934, 1.948, -0.742)
C (-2.028, 2.268, -2.137)
C (-2.905, 3.299, -2.391)
S (-3.764, 3.705, -0.990)
C (-2.688, 2.792, 0.068)
N (-0.090, 1.022, 0.413)
C (0.606, -0.195, 0.388)
C (0.017, -1.045, -0.462)
C (0.511, -2.384, -0.556)
O (-0.139, -3.208, -1.200)
N (1.525, -2.777, 0.238)
C (1.970, -1.867, 1.148)
O (2.765, -2.245, 1.996)
N (1.641, -0.540, 1.220)
C (2.421, 0.485, 1.928)
C (3.942, 0.546, 1.662)
C (4.553, 0.476, 0.187)
C (4.368, 1.835, 2.414)
H (-3.705, -3.235, 0.191)
H (-5.335, -2.396, 0.339)
H (-5.049, -3.855, -0.828)
H (-3.887, 0.005, -1.243)
H (-3.204, -0.769, 0.073)
H (-2.102, -0.363, -2.871)
H (-1.828, -1.954, -2.055)
H (-1.457, 1.860, -2.898)
H (-2.961, 3.788, -3.357)
H (-2.822, 2.876, 1.133)
H (2.054, -3.564, 0.019)
H (1.911, 1.476, 1.619)
H (2.311, 0.407, 2.984)
H (4.326, -0.368, 2.227)
H (4.370, -0.414, -0.369)
H (4.012, 1.306, -0.346)
H (5.568, 0.798, 0.081)
H (3.918, 1.767, 3.385)
H (4.092, 2.760, 1.932)
H (5.374, 1.942, 2.661)

Results of the natural (NBO) charge analysis, in e, for atoms 1 through 8: -0.255, -0.567, -0.067, -0.236, -0.298, 0.373, -0.129, -0.243

***

Record 2
This record from OMol25 describes a single C3H8O molecule. The level of theory is the ωB97M-V functional and the def2-TZVPD basis.

Calculated values
LUMO energy = 1.195 eV
SMILES string = CCOC
HOMO = -9.775 eV
Kohn-Sham gap = 10.97 eV

Atoms and positions in Å:
C (-1.802, 0.186, 0.301)
C (-0.388, -0.291, -0.022)
O (0.542, 0.673, 0.423)
C (1.830, 0.137, 0.565)
H (-2.328, 0.569, -0.576)
H (-2.402, -0.620, 0.731)
H (-1.741, 0.989, 1.040)
H (-0.259, -0.461, -1.104)
H (-0.186, -1.252, 0.477)
H (1.852, -0.644, 1.343)
H (2.204, -0.305, -0.373)
H (2.495, 0.951, 0.862)

Results of the natural (NBO) charge analysis, in e, for atoms 1 through 8: -0.634, -0.063, -0.540, -0.246, 0.209, 0.210, 0.228, 0.163

***

Record 3
This record from OMol25 describes a single C18H25NO7 molecule in a non-equilibrium geometry. The level of theory is the ωB97M-V functional and the def2-TZVPD basis.

Calculated values
LUMO energy = -0.439 eV
SMILES string = CCOC(=O)C(CCCCCOc1ccc([N+](=O)[O-])cc1)C(=O)OCC
HOMO = -9.290 eV
Kohn-Sham gap = 8.85 eV

Atoms and positions in Å:
C (-1.138, -0.248, 3.315)
C (-1.703, 0.797, 2.364)
O (-1.285, 0.560, 1.012)
C (-1.925, -0.396, 0.340)
O (-2.830, -1.052, 0.777)
C (-1.323, -0.558, -1.052)
C (-0.216, -1.617, -0.994)
C (0.573, -1.682, -2.301)
C (1.698, -2.718, -2.268)
C (2.826, -2.413, -1.279)
C (3.626, -1.153, -1.623)
O (2.902, 0.054, -1.455)
C (2.600, 0.514, -0.230)
C (3.082, -0.004, 0.977)
C (2.698, 0.565, 2.172)
C (1.823, 1.645, 2.182)
N (1.404, 2.203, 3.429)
O (0.542, 3.062, 3.404)
O (1.921, 1.782, 4.445)
C (1.344, 2.178, 0.986)
C (1.736, 1.620, -0.204)
C (-2.443, -0.950, -2.008)
O (-2.565, -2.022, -2.534)
O (-3.282, 0.072, -2.162)
C (-4.432, -0.147, -2.984)
C (-4.103, 0.024, -4.460)
H (-1.366, 0.035, 4.338)
H (-1.581, -1.219, 3.109)
H (-0.059, -0.324, 3.202)
H (-1.335, 1.796, 2.602)
H (-2.796, 0.786, 2.401)
H (-0.912, 0.409, -1.354)
H (-0.675, -2.588, -0.797)
H (0.443, -1.367, -0.161)
H (-0.115, -1.955, -3.103)
H (0.985, -0.699, -2.531)
H (1.272, -3.690, -2.011)
H (2.125, -2.798, -3.269)
H (3.526, -3.251, -1.283)
H (2.419, -2.328, -0.271)
H (3.887, -1.160, -2.684)
H (4.554, -1.121, -1.040)
H (3.758, -0.843, 0.990)
H (3.063, 0.176, 3.111)
H (0.671, 3.020, 1.015)
H (1.389, 2.016, -1.145)
H (-5.160, 0.595, -2.652)
H (-4.812, -1.156, -2.794)
H (-3.679, 1.009, -4.640)
H (-3.388, -0.733, -4.772)
H (-5.009, -0.085, -5.049)

Results of the natural (NBO) charge analysis, in e, for atoms 1 through 8: -0.640, -0.086, -0.514, 0.826, -0.597, -0.413, -0.395, -0.410

***

Record 4
This record from OMol25 describes a molecular structure, C22H43AsF6NO4S3 in a non-equilibrium geometry. The level of theory is the ωB97M-V functional and the def2-TZVPD basis.

Calculated values
LUMO energy = 1.724 eV
Total charge = -1
HOMO = -6.150 eV
Kohn-Sham gap = 7.87 eV

Atoms and positions in Å:
C (7.731, -2.098, 1.411)
C (6.362, -1.536, 1.028)
C (6.402, -0.566, -0.155)
C (5.202, 0.377, -0.183)
C (5.053, 1.125, -1.517)
C (4.622, 2.581, -1.352)
C (3.190, 2.715, -0.809)
C (2.977, 3.891, 0.157)
C (1.847, 3.672, 1.186)
C (0.598, 4.539, 0.963)
C (-0.463, 3.874, 0.076)
C (-1.888, 4.351, 0.361)
C (-2.973, 3.357, -0.071)
C (-3.241, 2.347, 1.037)
C (-4.019, 1.097, 0.647)
C (-4.405, 0.313, 1.888)
S (-5.091, -1.365, 1.619)
C (-4.628, -1.743, -0.096)
S (-5.512, -1.148, -1.346)
N (-3.635, -2.665, -0.192)
C (-2.430, -2.525, 0.665)
C (-2.143, -3.716, 1.579)
C (-3.329, -3.155, -1.551)
C (-2.400, -4.367, -1.546)
C (-2.749, 2.754, -1.467)
O (-3.189, 3.773, -2.382)
S (-4.310, 4.691, -1.743)
O (-5.579, 4.384, -2.293)
O (-3.844, 6.034, -1.751)
O (-4.227, 4.084, -0.282)
H (8.511, -1.342, 1.288)
H (7.750, -2.436, 2.446)
H (8.005, -2.951, 0.788)
H (5.689, -2.361, 0.783)
H (5.930, -1.014, 1.887)
H (7.324, 0.024, -0.103)
H (6.424, -1.125, -1.096)
H (4.305, -0.215, 0.021)
H (5.282, 1.095, 0.641)
H (6.008, 1.095, -2.050)
H (4.324, 0.607, -2.146)
H (5.320, 3.082, -0.675)
H (4.701, 3.090, -2.316)
H (2.903, 1.787, -0.308)
H (2.508, 2.824, -1.657)
H (2.757, 4.794, -0.420)
H (3.915, 4.080, 0.683)
H (1.548, 2.621, 1.156)
H (2.231, 3.862, 2.189)
H (0.900, 5.480, 0.495)
H (0.152, 4.806, 1.924)
H (-0.395, 2.786, 0.183)
H (-0.232, 4.088, -0.973)
H (-2.074, 5.307, -0.130)
H (-2.007, 4.504, 1.437)
H (-3.761, 2.899, 1.825)
H (-2.268, 2.048, 1.442)
H (-4.914, 1.354, 0.077)
H (-3.407, 0.476, -0.009)
H (-5.177, 0.853, 2.437)
H (-3.539, 0.193, 2.544)
H (-2.561, -1.639, 1.273)
H (-1.593, -2.337, -0.014)
H (-1.686, -3.361, 2.506)
H (-1.461, -4.441, 1.139)
H (-3.069, -4.229, 1.833)
H (-4.279, -3.377, -2.027)
H (-2.889, -2.320, -2.111)
H (-2.805, -5.153, -2.179)
H (-1.415, -4.125, -1.947)
H (-2.293, -4.822, -0.569)
H (-1.706, 2.552, -1.689)
H (-3.339, 1.856, -1.637)
F (-3.133, -9.266, -0.097)
As (-1.936, -8.011, -0.116)
F (-1.447, -8.432, 1.497)
F (-3.098, -6.878, 0.533)
F (-0.745, -6.727, -0.135)
F (-2.421, -7.566, -1.730)
F (-0.763, -9.110, -0.771)

Results of the Mulliken charge analysis, in e, for atoms 1 through 8: -1.202, -0.405, -0.760, -0.509, -0.928, -0.925, -0.559, -0.603

***

Record 5
This record from OMol25 describes a molecular structure, C3H4Br2O2 in a non-equilibrium geometry. The level of theory is the ωB97M-V functional and the def2-TZVPD basis.

Calculated values
LUMO energy = -1.317 eV
HOMO = -9.443 eV
Kohn-Sham gap = 8.13 eV

Atoms and positions in Å:
C (0.623, 0.051, 0.214)
C (2.073, -0.130, 0.394)
C (-2.644, 0.055, -0.692)
O (0.258, 0.155, -1.086)
O (-0.229, -0.005, 1.045)
Br (-3.308, 1.693, -0.003)
Br (-3.180, -1.384, 0.221)
H (2.195, -1.186, 0.110)
H (2.639, 0.699, -0.199)
H (2.308, 0.154, 1.425)
H (-0.736, -0.101, -1.429)

Results of the natural (NBO) charge analysis, in e, for atoms 1 through 8: 0.798, -0.723, -0.348, -0.756, -0.606, 0.131, 0.232, 0.254

***

Record 6
This record from OMol25 describes a molecular structure, C28H36F9N8O3PS2W in a non-equilibrium geometry. The level of theory is the ωB97M-V functional and the def2-TZVPD basis.

Calculated values
Expectation value of S² = 0.7709
LUMO energy (alpha / beta) = -11.736 / -11.641 eV
Total charge = +3
Multiplicity = 2
HOMO (alpha / beta) = -16.613 / -16.616 eV
Kohn-Sham gap (alpha / beta) = 4.88 / 4.98 eV

Atoms and positions in Å:
W (0.276, 0.099, 0.042)
C (0.476, 0.059, -4.406)
C (1.049, -1.222, -3.838)
C (1.928, -1.910, -4.612)
C (2.438, -3.140, -4.217)
C (2.003, -3.704, -3.025)
C (1.106, -3.070, -2.224)
C (0.582, -3.836, -1.021)
C (0.690, -1.790, -2.611)
N (-0.245, -1.058, -1.726)
C (-1.494, -1.147, -2.058)
C (-2.035, -1.954, -3.166)
C (-2.426, -0.413, -1.151)
C (-3.876, -0.384, -1.435)
N (-1.847, 0.153, -0.136)
C (-2.738, 0.568, 0.968)
C (-3.339, -0.450, 1.725)
C (-3.261, -1.929, 1.453)
C (-4.158, -0.046, 2.785)
C (-4.387, 1.294, 3.051)
C (-3.853, 2.261, 2.219)
C (-3.038, 1.918, 1.138)
C (-2.657, 2.977, 0.145)
H (1.195, 0.555, -5.051)
H (0.169, 0.766, -3.634)
H (-0.391, -0.165, -5.030)
H (2.219, -1.461, -5.550)
H (3.151, -3.659, -4.840)
H (2.354, -4.675, -2.704)
H (0.433, -4.878, -1.284)
H (-0.354, -3.440, -0.621)
H (1.316, -3.825, -0.212)
H (-1.270, -2.503, -3.706)
H (-2.584, -1.314, -3.862)
H (-2.766, -2.660, -2.758)
H (-4.033, -0.065, -2.467)
H (-4.407, 0.284, -0.762)
H (-4.302, -1.386, -1.343)
H (-2.633, -2.212, 0.606)
H (-4.263, -2.309, 1.254)
H (-2.885, -2.463, 2.324)
H (-4.636, -0.805, 3.390)
H (-5.027, 1.580, 3.874)
H (-4.098, 3.303, 2.373)
H (-3.495, 3.661, 0.016)
H (-2.433, 2.556, -0.837)
H (-1.802, 3.567, 0.480)
C (4.487, -1.745, 4.284)
C (3.199, -2.194, 3.719)
N (2.610, -3.331, 3.942)
N (1.471, -3.288, 3.216)
C (1.336, -2.154, 2.542)
S (-0.039, -1.835, 1.536)
N (2.430, -1.444, 2.848)
N (2.664, -0.187, 2.350)
H (4.903, -2.553, 4.882)
H (4.348, -0.871, 4.920)
H (5.195, -1.496, 3.493)
H (0.816, -4.060, 3.266)
H (3.627, -0.127, 2.039)
H (2.496, 0.503, 3.086)
F (-0.308, 2.009, 5.294)
C (-0.362, 1.200, 4.266)
F (0.507, 0.200, 4.420)
F (-1.573, 0.709, 4.100)
S (0.132, 2.187, 2.784)
O (1.521, 2.477, 2.912)
O (-0.824, 3.203, 2.573)
O (-0.008, 1.059, 1.689)
C (1.323, 5.542, -0.827)
N (0.771, 4.200, -1.053)
C (0.011, 3.804, -2.134)
C (-0.294, 2.502, -1.938)
N (0.299, 2.079, -0.754)
C (0.929, 3.164, -0.251)
H (1.026, 6.174, -1.659)
H (2.409, 5.484, -0.784)
H (0.922, 5.944, 0.100)
H (-0.261, 4.487, -2.919)
H (-0.909, 1.861, -2.545)
H (1.526, 3.199, 0.644)
F (1.977, -0.863, -0.429)
P (3.438, 0.299, -1.162)
F (2.809, 1.245, 0.002)
F (2.215, 0.762, -2.094)
F (4.429, 1.351, -1.695)
F (4.363, -0.364, -0.067)
F (3.736, -0.860, -2.148)

Results of the Mulliken charge analysis, in e, for atoms 1 through 8: 0.590, -1.654, 1.396, -0.945, -1.292, -0.731, 1.238, -1.798

***

Record 7
This record from OMol25 describes a molecular structure, C25H41O13PbS4 in a non-equilibrium geometry. The level of theory is the ωB97M-V functional and the def2-TZVPD basis.

Calculated values
LUMO energy = -1.184 eV
Total charge = -1
HOMO = -3.508 eV
Kohn-Sham gap = 2.32 eV

Atoms and positions in Å:
Pb (-0.408, -0.282, -0.581)
C (-2.095, -1.440, 5.198)
C (-0.949, -2.105, 4.430)
C (-0.745, -3.510, 4.981)
O (-1.241, -2.103, 3.059)
H (-2.292, -0.399, 4.943)
H (-1.945, -1.545, 6.272)
H (-3.023, -1.974, 4.994)
H (-0.134, -1.439, 4.715)
H (-0.577, -3.471, 6.057)
H (0.148, -3.949, 4.535)
H (-1.581, -4.191, 4.823)
C (5.440, 2.474, -1.024)
C (4.047, 2.165, -1.134)
C (3.200, 2.943, -2.239)
O (1.979, 2.678, -2.379)
C (3.906, 3.946, -3.030)
C (5.193, 4.277, -2.741)
C (5.912, 3.516, -1.670)
O (7.155, 3.794, -1.378)
O (5.787, 5.169, -3.429)
O (3.471, 1.379, -0.371)
H (6.117, 1.918, -0.393)
H (3.522, 4.540, -3.846)
C (2.451, -6.739, 1.459)
C (1.066, -6.955, 0.747)
C (1.036, -6.430, -0.733)
S (2.367, -5.148, -0.743)
O (1.687, -3.800, -0.874)
O (3.329, -5.611, -1.716)
C (3.028, -5.369, 1.037)
H (3.144, -7.565, 1.304)
H (2.189, -6.812, 2.514)
H (0.363, -6.298, 1.259)
H (0.739, -7.993, 0.803)
H (0.132, -5.973, -1.134)
H (1.383, -7.184, -1.439)
H (2.494, -4.717, 1.729)
H (4.112, -5.256, 1.054)
C (-6.100, 3.035, 1.985)
C (-5.598, 1.596, 2.378)
C (-6.087, 0.671, 1.345)
S (-5.586, 1.477, -0.250)
O (-6.453, 1.226, -1.355)
O (-4.166, 1.274, -0.377)
C (-5.881, 3.164, 0.388)
H (-5.497, 3.759, 2.534)
H (-7.166, 3.204, 2.137)
H (-5.739, 1.463, 3.450)
H (-4.536, 1.713, 2.164)
H (-7.161, 0.520, 1.238)
H (-5.580, -0.284, 1.479)
H (-6.887, 3.310, -0.005)
H (-5.360, 3.993, -0.094)
C (1.981, 5.376, 4.000)
C (1.166, 4.456, 4.826)
C (-0.391, 4.678, 4.616)
S (-0.439, 4.755, 2.757)
O (-1.432, 5.731, 2.296)
O (-0.381, 3.416, 2.220)
C (1.294, 5.443, 2.673)
H (2.946, 4.876, 3.919)
H (2.055, 6.412, 4.329)
H (1.486, 4.471, 5.868)
H (1.372, 3.439, 4.492)
H (-0.666, 5.654, 5.017)
H (-1.099, 3.954, 5.018)
H (1.172, 6.433, 2.233)
H (1.751, 4.802, 1.920)
C (1.333, -0.967, -7.833)
C (0.261, -1.711, -8.622)
C (-0.881, -1.918, -7.476)
S (-0.075, -2.163, -5.868)
O (0.044, -3.572, -5.467)
O (-0.534, -1.250, -4.800)
C (1.569, -1.539, -6.382)
H (1.158, 0.103, -7.729)
H (2.263, -0.969, -8.403)
H (0.612, -2.634, -9.085)
H (-0.211, -1.113, -9.402)
H (-1.603, -2.702, -7.701)
H (-1.479, -1.011, -7.387)
H (2.307, -2.338, -6.460)
H (1.808, -0.776, -5.642)

Results of the Mulliken charge analysis, in e, for atoms 1 through 8: 1.088, -1.281, 0.569, -1.198, -0.855, 0.222, 0.365, 0.308

***

Record 8
This record from OMol25 describes a single C4H7N3 molecule in a non-equilibrium geometry. The level of theory is the ωB97M-V functional and the def2-TZVPD basis.

Calculated values
LUMO energy = 0.975 eV
SMILES string = Nc1c[nH]c(N)c1
HOMO = -7.427 eV
Kohn-Sham gap = 8.40 eV

Atoms and positions in Å:
N (-2.436, 0.848, -0.237)
C (-1.160, 0.272, -0.049)
C (-0.927, -0.886, 0.669)
N (0.448, -1.113, 0.755)
C (1.027, -0.128, -0.002)
N (2.366, 0.299, -0.196)
C (0.155, 0.781, -0.481)
H (-3.175, 0.165, -0.375)
H (-2.427, 1.486, -1.019)
H (-1.615, -1.563, 1.171)
H (0.822, -2.047, 0.825)
H (2.950, -0.177, -0.858)
H (2.833, 0.686, 0.606)
H (1.182, 1.375, -0.808)

Results of the natural (NBO) charge analysis, in e, for atoms 1 through 8: -0.812, 0.102, -0.150, -0.538, 0.233, -0.865, -0.402, 0.369